111
Properties=species:S:1:pos:R:3:forces:R:3:lowdin_spin:R:1 method="wB97M-V/def2-TZVPD" s_squared=0.7561 relative_energy_kcal_mol=2.49 spin_multiplicity=2 mol_weight_g_mol=1014.84 lumo_energy_ev="1.7 / 1.7" e_homo_ev="-2.29 / -4.93" e_tot_ha=-7327.33809 charge=-1
Rb 0.208798 -0.171172 0.136675 -0.1728 -0.1153 -0.2897 0.04
C 2.974256 -0.112285 2.432760 0.0151 0.0867 0.0329 0.00
C 1.776633 0.779889 2.862574 0.0225 -0.1484 -0.0324 0.00
C 1.924924 2.201647 2.395388 0.0995 -0.0690 0.0061 0.00
C 2.585205 3.150522 3.171570 -0.0409 0.0174 -0.0097 0.00
C 2.760124 4.429972 2.672224 -0.0072 -0.0278 0.0034 0.00
C 2.270178 4.725824 1.410297 -0.0134 -0.0033 -0.0139 0.00
C 1.616351 3.723063 0.711362 -0.1300 0.0699 0.0305 0.00
N 1.438420 2.492555 1.183603 0.1170 -0.0758 0.0647 0.00
N 2.570305 -1.269977 1.632018 -0.1882 0.0953 0.1403 0.00
C 3.588352 -1.750628 0.730527 -0.0008 -0.0289 -0.0204 0.00
C 3.980377 -0.771134 -0.351922 0.0378 0.0082 -0.0426 0.00
C 5.182950 -0.946770 -1.036227 -0.0160 0.0318 0.0039 0.00
C 5.528821 -0.050373 -2.031613 -0.0052 -0.0307 0.0196 0.00
C 4.670265 1.003381 -2.314022 -0.0073 0.0054 -0.0010 0.00
C 3.494033 1.094278 -1.589328 -0.0044 -0.0195 -0.0175 0.00
N 3.151495 0.227463 -0.639066 -0.0491 0.0137 0.0711 0.00
C 2.033551 -2.339822 2.457740 0.0717 -0.0445 0.0252 0.00
C 1.112299 -3.312101 1.750545 0.0512 -0.0606 -0.0726 0.00
C 0.875006 -4.566989 2.309877 0.0048 0.0899 0.0580 0.00
C -0.093747 -5.379251 1.756625 -0.0227 0.0012 0.0141 0.00
C -0.789138 -4.933067 0.639524 0.1068 -0.0105 0.0403 0.00
C -0.441114 -3.699996 0.121974 -0.1214 -0.1246 -0.1294 0.00
N 0.487573 -2.910816 0.650320 0.0663 -0.1049 0.0938 0.00
H 3.533518 -0.421388 3.330069 0.0354 -0.0719 -0.0533 0.00
H 3.653490 0.487673 1.827266 0.0056 -0.0256 -0.0022 0.00
H 1.602358 0.726849 3.935976 0.1000 0.0500 0.0079 0.00
H 0.874280 0.380233 2.416031 -0.0565 -0.0456 0.3212 0.00
H 2.939028 2.876318 4.157195 0.0130 0.0200 0.0008 0.00
H 3.263143 5.186541 3.261820 0.0013 -0.0007 0.0023 0.00
H 2.369012 5.711258 0.975856 0.0104 0.0046 0.0125 0.00
H 1.189760 3.923545 -0.265718 0.0063 -0.0056 -0.0035 0.00
H 3.189600 -2.637732 0.226057 0.0068 0.0099 0.0069 0.00
H 4.505743 -2.068257 1.261996 -0.0056 0.0109 0.0148 0.00
H 5.833748 -1.771945 -0.773761 0.0115 0.0015 -0.0103 0.00
H 6.459021 -0.168017 -2.573771 -0.0008 0.0099 -0.0070 0.00
H 4.896868 1.736100 -3.076404 0.0191 -0.0118 -0.0056 0.00
H 2.781898 1.890988 -1.781863 0.0082 -0.0025 -0.0027 0.00
H 1.454060 -1.892339 3.267227 -0.0493 -0.0111 0.0088 0.00
H 2.840537 -2.918316 2.942280 0.0141 0.0415 0.0215 0.00
H 1.401621 -4.855028 3.209172 -0.0092 -0.0274 0.0052 0.00
H -0.325957 -6.337446 2.204221 0.0144 -0.0007 0.0043 0.00
H -1.578354 -5.518118 0.186899 0.0077 -0.0053 0.0006 0.00
H -0.946895 -3.322440 -0.764057 0.0465 0.0349 0.0043 0.00
Cl -1.114303 1.767721 -3.330346 0.2525 0.0692 0.1584 0.05
C -0.535214 2.308470 -1.680284 -0.3014 0.0076 -0.2903 0.28
H -0.353076 3.376706 -1.791952 -0.0409 0.0189 0.1029 0.01
H 0.399055 1.789722 -1.458116 -0.0362 0.0755 -0.2921 0.00
F -1.130994 -1.669088 2.883742 0.1531 -0.0871 0.0695 0.00
B -0.938014 -1.877876 4.279062 -0.0687 0.0880 0.0286 0.00
F -0.117822 -0.826345 4.763225 0.0092 -0.0038 -0.0130 0.00
F -2.159950 -1.886795 4.941617 0.0136 0.0122 -0.0200 0.00
F -0.261949 -3.099976 4.488073 -0.0045 0.0185 -0.0558 0.00
C 2.747287 -5.698162 -0.959918 -0.0820 -0.0918 0.0174 0.00
P 2.433693 -4.213585 -1.997068 0.1810 0.1782 0.0882 0.00
C 3.829618 -4.391116 -3.184169 0.0473 -0.0727 -0.1316 0.00
C 1.070018 -4.812160 -3.069781 -0.0508 -0.0932 -0.0137 0.00
H 2.785307 -6.627812 -1.535118 0.0065 0.0150 -0.0248 0.00
H 1.967978 -5.779298 -0.199448 -0.0009 -0.0023 -0.0229 0.00
H 3.698399 -5.569623 -0.438943 0.0053 0.0082 -0.0014 0.00
H 3.914658 -5.403160 -3.591580 -0.0287 -0.0020 0.0033 0.00
H 4.770719 -4.134649 -2.694238 -0.0142 0.0083 0.0331 0.00
H 3.685682 -3.692658 -4.010699 -0.0017 0.0072 0.0157 0.00
H 1.332408 -5.736503 -3.592686 0.0055 0.0063 -0.0014 0.00
H 0.835388 -4.037273 -3.801779 0.0236 -0.0324 0.0033 0.00
H 0.175295 -4.990831 -2.471539 0.0289 0.0162 0.0322 0.00
N 0.094222 -1.685699 -4.726713 -0.0332 0.0289 0.0935 0.00
C 1.456683 -1.537958 -4.854040 -0.0184 0.0201 -0.0116 0.00
C 1.897038 -1.189285 -3.611344 0.0383 -0.0486 -0.1090 0.00
N 0.843318 -1.108768 -2.737384 -0.0906 -0.1028 0.1588 0.00
C -0.217977 -1.414525 -3.434598 -0.0218 0.1106 -0.0783 0.00
H -0.566902 -1.886206 -5.454308 0.0224 0.0018 -0.0500 0.00
H 1.965773 -1.684884 -5.790184 0.0037 -0.0010 0.0086 0.00
H 2.910721 -0.999571 -3.297507 -0.0135 0.0065 0.0116 0.00
H -1.236106 -1.412536 -3.077657 0.0127 0.0025 0.0129 0.00
C -4.713734 -0.649345 -0.432946 0.0127 -0.0072 -0.0111 0.00
Ge -4.379726 1.124369 -1.228556 -0.0322 0.0345 -0.0470 0.05
C -4.387573 0.762146 -3.178479 -0.0715 -0.0093 0.0636 0.00
C -6.026268 2.185267 -0.898828 -0.0688 -0.0835 -0.0864 0.02
Ge -2.380742 2.040197 -0.143769 0.1215 0.3559 0.1269 0.33
C -3.068328 2.013552 1.784887 0.0545 -0.0716 0.1144 0.13
C -2.368985 1.352657 2.790740 0.0063 -0.1435 0.0379 0.01
C -2.825948 1.305365 4.105033 -0.0285 -0.0002 -0.0175 0.00
C -4.012727 1.937635 4.441104 -0.0004 -0.0052 -0.0238 0.00
C -4.726637 2.617157 3.459368 0.0123 -0.0236 0.0518 0.01
C -4.254207 2.652707 2.155775 -0.0278 0.1994 -0.1060 0.02
C -2.565296 4.020385 -0.354640 -0.1806 -0.0353 -0.3089 0.00
C -1.992798 4.899542 0.562999 0.0072 -0.0147 0.1653 0.00
C -2.022582 6.274928 0.374264 0.0166 0.0399 0.0140 0.00
C -2.637793 6.814212 -0.747904 -0.0129 -0.0175 -0.0285 0.00
C -3.220113 5.959534 -1.674401 0.0090 0.0127 0.0165 0.00
C -3.178911 4.584400 -1.475833 0.0376 0.0684 -0.0294 0.00
H -5.689339 -1.025672 -0.749619 -0.0048 -0.0151 0.0125 0.00
H -4.686781 -0.606479 0.656225 -0.0010 0.0261 0.0093 0.00
H -3.950279 -1.359386 -0.759275 0.0013 -0.0079 0.0056 0.00
H -5.332336 0.263769 -3.415638 0.0136 0.0017 -0.0342 0.00
H -3.560675 0.109120 -3.459697 -0.0115 0.0045 0.0319 0.00
H -4.309771 1.668876 -3.778459 0.0177 0.0332 0.0396 0.00
H -6.803079 1.875398 -1.604261 0.0093 0.0096 0.0061 0.00
H -5.856019 3.255387 -1.021306 0.0380 0.0006 -0.0096 0.00
H -6.397113 2.011314 0.111796 0.0475 -0.0129 0.0086 0.00
H -1.451960 0.817467 2.568045 -0.0059 0.0200 -0.0504 0.01
H -2.264745 0.744860 4.841803 -0.0020 0.0117 0.0093 0.00
H -4.386222 1.893305 5.457526 0.0085 0.0070 0.0005 0.00
H -5.655574 3.119015 3.708855 0.0025 -0.0002 0.0106 0.00
H -4.814728 3.216951 1.415897 0.0163 -0.0363 -0.0051 0.00
H -1.524577 4.502727 1.459889 0.0036 -0.0129 -0.0137 0.00
H -1.570431 6.929106 1.111881 0.0023 0.0015 -0.0051 0.00
H -2.667591 7.887477 -0.894972 -0.0015 -0.0021 -0.0010 0.00
H -3.709382 6.360747 -2.555168 0.0066 0.0192 0.0066 0.00
H -3.630376 3.942340 -2.226568 0.0160 -0.0395 0.0235 0.00


12
Properties=species:S:1:pos:R:3:forces:R:3:nbo_charge:R:1 method="wB97M-V/def2-TZVPD" relative_energy_kcal_mol=137.36 mol_weight_g_mol=135.22 lumo_energy_ev="-2.5 / -1.1" e_homo_ev="-7.67 / -7.96" e_tot_ha=-1039.66447
C 1.445430 1.536851 -0.231526 0.8130 0.8475 -0.4155 -0.51
C -0.511331 -0.677758 0.051033 0.9809 0.8408 -1.6243 0.22
N 0.062000 1.620155 0.064907 0.0233 0.4049 0.3967 -0.17
N -0.818236 0.664925 0.102336 0.4962 -0.2811 -0.0668 -0.25
N -1.523202 -1.516535 -0.118299 0.7978 -0.8669 0.1955 -0.74
S -2.410047 1.212344 0.039095 -1.2078 -0.2017 0.3750 -0.23
S 2.597608 0.191946 0.079401 -0.2314 0.0962 -0.3159 0.03
H 1.411901 1.756094 -1.390289 0.6847 -0.1498 1.8937 0.29
H 1.931364 2.421696 0.350940 -0.9008 -1.1544 -1.3849 0.27
H 0.541852 -0.786096 -0.231619 -0.5181 -0.9991 0.5596 0.22
H -1.565512 -2.510059 -0.388071 0.7386 1.1174 0.4655 0.43
H -2.352212 -1.045846 0.163328 -1.6763 0.3462 -0.0785 0.42


13
Properties=species:S:1:pos:R:3:forces:R:3:nbo_charge:R:1 method="wB97M-V/def2-TZVPD" relative_energy_kcal_mol=22.04 mol_weight_g_mol=187.00 lumo_energy_ev=-3.8 e_homo_ev=-13.47 e_tot_ha=-487.92779 charge=+1
C 1.006497 -1.702386 -0.806169 -0.0629 -0.2926 -1.5798 -0.70
C 1.298190 -0.402806 -0.060024 -1.0843 -0.3263 -0.4734 0.17
N 0.271838 0.281572 0.239099 -0.1451 1.7553 1.2698 -0.75
N -1.148625 0.662092 -1.805271 -1.2391 -2.0922 -2.7428 -0.91
I 3.261659 0.161107 0.274129 0.1424 -0.0442 0.1207 0.25
H 1.771456 -2.063825 -1.531359 -0.1812 0.6162 0.7632 0.26
H 0.057590 -1.664823 -1.405284 0.6928 0.4294 0.5638 0.20
H 0.798475 -2.538067 -0.163489 0.2334 -0.2182 0.8123 0.27
H 0.323622 1.237110 0.742566 0.7067 -2.1836 -0.8180 0.40
H -0.996875 0.225957 -0.837093 1.0692 -0.2720 -0.2536 0.48
H -1.168099 1.629659 -1.619036 0.6015 1.7391 -0.2208 0.43
H -0.500933 0.342164 -2.624214 -0.9627 0.9887 2.3237 0.46
H -2.096001 0.463074 -2.164092 0.2293 -0.0996 0.2347 0.44


52
Properties=species:S:1:pos:R:3:forces:R:3:nbo_charge:R:1 method="wB97M-V/def2-TZVPD" relative_energy_kcal_mol=176.58 mol_weight_g_mol=384.43 lumo_energy_ev=-1.5 e_homo_ev=-6.97 e_tot_ha=-1300.16113
C -3.575906 -1.544593 -0.730269 -0.3213 0.2043 0.4317 -0.43
N -2.309040 -1.846070 -1.406369 1.5058 -0.4036 0.8295 -0.28
C -2.341217 -1.903068 -2.871283 -0.1450 0.1690 -0.4803 -0.43
C -1.235823 -2.166099 -0.713379 -1.3810 -0.1317 -0.3302 0.33
C -0.004190 -2.610001 -1.327763 1.3433 -0.3640 -0.8484 -0.18
C 0.643803 -1.816684 -2.304061 -0.4378 -0.2071 0.3074 -0.08
C 1.780075 -2.277420 -2.946641 -0.0489 0.0386 0.1131 -0.24
C 2.346610 -3.514534 -2.616609 -0.3907 0.1425 0.1481 0.04
C 3.597771 -3.953111 -3.319956 0.1907 -0.1550 -0.0487 -0.64
C 1.722603 -4.302537 -1.636862 0.1291 0.0726 -0.2954 -0.22
C 0.563723 -3.869018 -1.001498 -0.4757 0.7618 0.1799 -0.13
H -4.305011 -1.282892 -1.499056 0.0743 0.0035 0.3394 0.22
H -3.930638 -2.423919 -0.174414 0.1462 0.2066 -0.2392 0.22
H -3.465069 -0.708579 -0.027932 0.1121 -0.1034 -0.2244 0.27
H -3.390963 -1.801970 -3.155732 0.3191 -0.0995 -0.1423 0.22
H -1.771285 -1.083492 -3.328215 -0.2501 -0.2605 0.2368 0.24
H -1.944105 -2.858497 -3.237828 -0.0379 0.2672 0.2198 0.24
H -1.351675 -2.207147 0.373598 0.0797 0.0228 -0.3404 0.25
H 0.247937 -0.821927 -2.521973 0.2197 -0.3051 0.0447 0.21
H 2.248080 -1.669413 -3.724264 -0.1006 -0.0994 0.3176 0.22
H 3.919964 -4.933832 -2.964614 0.0201 0.0877 -0.0725 0.22
H 3.445141 -4.012427 -4.404923 -0.0381 -0.0108 0.2069 0.23
H 4.418171 -3.242548 -3.156958 -0.2039 -0.1249 0.0473 0.23
H 2.165339 -5.274537 -1.396247 -0.2657 0.3675 0.0299 0.22
H 0.066825 -4.484658 -0.246354 0.2959 0.1367 -0.2257 0.22
C -4.788788 3.018618 1.452894 -0.3876 -0.0206 -0.0365 -0.62
C -3.292870 3.109097 1.562000 -0.4145 -0.1935 -0.0341 -0.07
O -2.783739 1.767430 1.385523 -0.2193 0.5795 0.0415 -0.55
C -1.418562 1.778201 1.447208 1.0055 0.2090 0.3439 0.74
C -0.820917 0.473359 1.372198 -0.0106 1.0049 -0.1086 -0.62
C 0.575717 0.291779 1.271946 -0.5051 -0.3212 0.0168 0.47
O 1.071555 -0.763235 0.813910 0.1974 0.1506 0.1451 -0.72
C 1.514446 1.388552 1.758460 0.8719 0.0049 0.0925 0.05
C 1.312729 2.115381 2.946581 0.2021 -0.1833 0.0254 -0.19
C 2.205011 3.096822 3.360266 0.3972 0.1390 -0.5304 -0.18
C 3.320305 3.386634 2.548800 -1.2581 -1.3540 -0.5405 0.00
N 4.142211 4.511779 2.843803 1.8600 2.1445 0.6234 0.51
O 5.091724 4.766047 2.067540 -1.6038 -0.3856 1.3490 -0.40
O 3.889954 5.204032 3.854700 0.3592 -1.2752 -1.7442 -0.39
C 3.587204 2.621121 1.398340 -0.1036 0.4133 0.5565 -0.19
C 2.704125 1.609838 1.040096 -0.2768 0.0746 0.1094 -0.21
O -0.852253 2.867370 1.567229 -0.2196 -0.7385 -0.2619 -0.69
H -5.217082 4.010133 1.607962 -0.0747 -0.0168 -0.0129 0.21
H -5.092662 2.669236 0.460765 0.0119 0.0125 0.1135 0.20
H -5.207934 2.343849 2.206547 0.0666 0.0736 -0.1058 0.21
H -2.887348 3.775630 0.787346 -0.0051 -0.2324 0.3444 0.19
H -3.005933 3.492648 2.552946 0.0779 -0.1211 -0.4029 0.19
H -1.476408 -0.371728 1.218351 0.0082 0.0065 0.0300 0.17
H 0.448422 1.918475 3.577937 0.1229 -0.0194 -0.3203 0.23
H 2.031809 3.680453 4.262954 0.0553 -0.1873 -0.2776 0.24
H 4.469799 2.849105 0.804632 -0.2463 -0.0865 0.1649 0.24
H 2.938364 0.998348 0.168666 -0.2504 0.1066 0.2151 0.22